# C3H5KO3

A structure of composition C3H5KO3 at a distorted geometry (wB97M-V/def2-TZVPD, OMol25).

The geometry in ORCA input format:
```
! wB97M-V def2-TZVPD RIJCOSX def2/J DEFGRID3
* xyz 1 2
O -1.313 -1.943 1.240
O 0.057 -0.675 0.301
H 0.061 0.050 -1.718
H -2.234 -2.224 1.319
C 0.550 0.276 -0.743
C 0.042 1.630 -0.241
H 0.817 1.844 0.547
O 1.851 0.107 -0.836
H -1.049 1.600 -0.159
C -1.209 -1.058 0.288
H 0.255 2.412 -0.979
K 2.170 -2.019 0.980
*
```

Summary:
Gap between HOMO and LUMO (alpha / beta), Eh: 0.347 / 0.239
E_HOMO (alpha / beta), eV: -13.14 / -13.13
Strongest force on any atom, eV/A: 2.5

Computed Löwdin charges, given in elementary charges: number 1, O, carries 0.072; number 2, O, carries -0.199; number 3, H, carries 0.199; number 4, H, carries 0.124; number 5, C, carries -0.488; number 6, C, carries 0.028; number 7, H, carries 0.121; number 8, O, carries 0.081; number 9, H, carries 0.103; number 10, C, carries -0.134; number 11, H, carries 0.100; number 12, K, carries 0.994



# C4H14N2O2

A cluster of 2 separate species, C4H14N2O2 in total at a distorted geometry (wB97M-V/def2-TZVPD, OMol25).

The geometry in ORCA input format:
```
! wB97M-V def2-TZVPD RIJCOSX def2/J DEFGRID3
* xyz 1 2
H 0.114 -1.362 -0.886
C -0.762 -0.941 -0.432
H -2.723 -1.445 -0.975
H 3.127 -0.581 -1.782
H -0.895 -1.361 0.567
H 1.542 0.961 -0.008
H 0.706 1.088 2.576
O 2.294 0.004 2.057
C -0.503 0.663 -0.173
H -1.710 -0.871 -2.244
H -1.633 2.083 1.091
H -2.299 0.510 1.028
N -1.798 -1.246 -1.314
O 2.433 -0.990 -2.313
C -1.784 1.250 0.409
H 1.665 -0.921 -1.736
H 2.882 -0.132 1.304
H -0.329 1.086 -1.169
H 0.398 -0.593 2.059
H -2.349 1.586 -0.454
N 0.679 0.892 0.533
C 0.946 0.319 1.860
*
```

Summary:
Gap between HOMO and LUMO (alpha / beta), Eh: 0.411 / 0.233
E_HOMO (alpha / beta), eV: -14.41 / -14.05
Strongest force on any atom, eV/A: 1.6

Computed Löwdin charges, given in elementary charges: number 1, H, carries 0.103; number 2, C, carries -0.172; number 3, H, carries 0.122; number 4, H, carries 0.042; number 5, H, carries 0.130; number 6, H, carries 0.155; number 7, H, carries 0.145; number 8, O, carries 0.003; number 9, C, carries -0.329; number 10, H, carries 0.126; number 11, H, carries 0.096; number 12, H, carries 0.094; number 13, N, carries 0.142; number 14, O, carries -0.027; number 15, C, carries -0.011; number 16, H, carries -0.021; number 17, H, carries 0.104; number 18, H, carries 0.156; number 19, H, carries 0.134; number 20, H, carries 0.097; number 21, N, carries 0.114; number 22, C, carries -0.203



# C33H24ClNPPd

A structure of composition C33H24ClNPPd at a distorted geometry (wB97M-V/def2-TZVPD, OMol25).

The geometry in ORCA input format:
```
! wB97M-V def2-TZVPD RIJCOSX def2/J DEFGRID3
* xyz 3 5
H 5.049 -0.523 -2.086
H -0.380 4.695 1.643
C -0.686 2.998 -1.289
C 0.371 1.279 2.490
C -0.777 4.378 0.691
C -0.139 3.352 -0.024
H -2.322 5.845 0.681
C -1.769 3.650 -1.829
C 3.315 1.034 1.030
H -5.973 -1.841 -1.168
C 2.723 1.142 -0.263
H 1.038 -2.289 0.849
H 1.268 3.332 2.448
C -5.278 -2.207 0.830
H -3.273 5.143 -1.488
P -1.163 -0.852 -0.693
H 4.994 0.275 2.116
H -6.250 -2.499 1.200
H 1.185 -3.008 -4.505
C 1.325 2.404 1.880
C 0.905 -1.311 1.288
H -2.139 3.411 -2.824
C -4.185 -2.216 1.687
C 0.075 -4.624 -1.747
H -2.101 -1.776 1.918
H 1.046 -5.269 -3.551
H -0.921 -3.712 -0.085
H -0.210 1.678 3.323
H -3.780 -1.072 -1.985
H -4.292 -2.551 2.709
C -0.506 0.666 1.466
C -1.878 5.014 0.153
C 3.346 0.558 -1.379
C -2.791 -1.399 -0.093
H 2.892 0.703 -2.356
H -1.386 1.234 1.171
N 1.586 1.858 -0.474
C -2.403 4.646 -1.083
Cl 0.278 -0.519 -3.584
Pd -0.114 1.035 -1.860
C 1.004 2.591 0.440
H 6.092 -0.680 0.142
C 2.556 1.536 2.202
C -5.126 -1.823 -0.496
C 0.735 -3.157 -3.535
C 0.212 -2.080 -2.832
C 4.548 -0.094 -1.232
C -3.887 -1.401 -0.960
C 5.142 -0.181 0.034
H 2.481 -1.543 2.673
C 4.523 0.366 1.148
C 1.607 0.452 2.881
H 1.785 0.410 3.956
C -0.384 -2.259 -1.572
H 0.021 -5.616 -1.323
H 3.228 1.965 2.948
C -0.449 -3.547 -1.044
C -2.943 -1.789 1.241
C 1.704 -0.899 2.288
C 0.659 -4.429 -2.991
C -0.191 -0.489 0.824
*
```

Summary:
Gap between HOMO and LUMO (alpha / beta), Eh: 0.244 / 0.166
E_HOMO (alpha / beta), eV: -16.83 / -17.26
Strongest force on any atom, eV/A: 2.0

Computed Löwdin charges, given in elementary charges: number 1, H, carries 0.134; number 2, H, carries 0.129; number 3, C, carries -0.100; number 4, C, carries -0.105; number 5, C, carries 0.022; number 6, C, carries -0.176; number 7, H, carries 0.135; number 8, C, carries -0.057; number 9, C, carries -0.092; number 10, H, carries 0.127; number 11, C, carries -0.178; number 12, H, carries 0.125; number 13, H, carries 0.169; number 14, C, carries -0.018; number 15, H, carries 0.139; number 16, P, carries 1.072; number 17, H, carries 0.144; number 18, H, carries 0.129; number 19, H, carries 0.126; number 20, C, carries -0.064; number 21, C, carries 0.033; number 22, H, carries 0.122; number 23, C, carries -0.036; number 24, C, carries -0.022; number 25, H, carries 0.099; number 26, H, carries 0.135; number 27, H, carries 0.119; number 28, H, carries 0.181; number 29, H, carries 0.115; number 30, H, carries 0.125; number 31, C, carries 0.026; number 32, C, carries -0.002; number 33, C, carries 0.030; number 34, C, carries -0.358; number 35, H, carries 0.112; number 36, H, carries 0.145; number 37, N, carries 0.124; number 38, C, carries 0.023; number 39, Cl, carries 0.772; number 40, Pd, carries 0.612; number 41, C, carries -0.152; number 42, H, carries 0.139; number 43, C, carries -0.084; number 44, C, carries -0.029; number 45, C, carries -0.064; number 46, C, carries -0.610; number 47, C, carries 0.005; number 48, C, carries -0.068; number 49, C, carries 0.037; number 50, H, carries 0.156; number 51, C, carries 0.025; number 52, C, carries -0.121; number 53, H, carries 0.178; number 54, C, carries -0.371; number 55, H, carries 0.129; number 56, H, carries 0.177; number 57, C, carries -0.073; number 58, C, carries -0.088; number 59, C, carries 0.092; number 60, C, carries -0.011; number 61, C, carries -0.285



# C17H22I2N7ORu

A structure of composition C17H22I2N7ORu at a distorted geometry (wB97M-V/def2-TZVPD, OMol25).

The geometry in ORCA input format:
```
! wB97M-V def2-TZVPD RIJCOSX def2/J DEFGRID3
* xyz 2 2
H -0.139 3.906 2.171
N -1.870 -0.719 -1.063
C 2.464 -2.018 3.656
H -5.580 -0.762 -2.145
C -1.962 -2.937 -0.191
H -4.570 -2.709 -0.964
C -0.016 2.091 1.186
C -0.210 -3.486 1.402
H 3.040 4.375 -2.006
I 3.105 -2.059 5.617
H 0.075 -4.133 0.573
H 0.868 -3.429 3.983
C -2.649 -1.794 -0.834
H 3.870 -0.506 3.064
H -2.678 -3.662 0.200
C 1.388 -2.815 3.258
C 2.656 -1.176 1.424
O 1.325 -2.148 -0.343
H 1.416 4.836 -2.546
N 1.643 2.829 -1.941
H 0.699 3.698 0.179
C 2.085 2.206 -3.194
H 2.432 1.190 -3.012
N 0.484 2.723 0.071
C 1.654 -2.045 0.971
C -3.739 0.348 -2.113
C 3.076 -1.167 2.746
H -0.738 -4.083 2.147
H -1.591 -1.969 1.582
N -1.064 -2.406 0.831
H 1.294 2.205 -3.947
Ru 0.040 -0.647 -0.212
H 1.785 4.656 -0.827
C 0.856 2.136 -1.123
N -0.195 0.806 1.235
N -0.236 2.907 2.231
H -0.463 0.497 2.159
H 2.923 2.779 -3.579
H -4.123 1.212 -2.635
C 1.976 4.252 -1.816
I 3.452 0.184 0.064
N 0.352 0.957 -1.416
C -2.425 0.337 -1.693
H 0.598 0.648 -2.347
H -1.342 -3.447 -0.933
C 0.989 -2.812 1.941
C -4.539 -0.750 -1.851
H -0.643 2.546 3.077
C -3.982 -1.831 -1.192
H -1.789 1.188 -1.848
*
```

Summary:
Gap between HOMO and LUMO (alpha / beta), Eh: 0.240 / 0.238
E_HOMO (alpha / beta), eV: -13.30 / -13.28
Strongest force on any atom, eV/A: 2.2

Computed Löwdin charges, given in elementary charges: number 1, H, carries 0.130; number 2, N, carries -0.016; number 3, C, carries -0.737; number 4, H, carries 0.132; number 5, C, carries -0.132; number 6, H, carries 0.134; number 7, C, carries -0.449; number 8, C, carries -0.112; number 9, H, carries 0.109; number 10, I, carries 0.993; number 11, H, carries 0.139; number 12, H, carries 0.113; number 13, C, carries -0.242; number 14, H, carries 0.091; number 15, H, carries 0.146; number 16, C, carries -0.081; number 17, C, carries -0.639; number 18, O, carries -0.266; number 19, H, carries 0.115; number 20, N, carries -0.121; number 21, H, carries 0.131; number 22, C, carries -0.012; number 23, H, carries 0.082; number 24, N, carries 0.177; number 25, C, carries -0.487; number 26, C, carries -0.018; number 27, C, carries -0.207; number 28, H, carries 0.145; number 29, H, carries 0.141; number 30, N, carries -0.105; number 31, H, carries 0.113; number 32, Ru, carries 1.317; number 33, H, carries 0.083; number 34, C, carries -0.463; number 35, N, carries 0.029; number 36, N, carries 0.206; number 37, H, carries 0.095; number 38, H, carries 0.105; number 39, H, carries 0.125; number 40, C, carries 0.009; number 41, I, carries 1.067; number 42, N, carries -0.047; number 43, C, carries -0.091; number 44, H, carries 0.077; number 45, H, carries 0.149; number 46, C, carries -0.175; number 47, C, carries -0.003; number 48, H, carries 0.132; number 49, C, carries 0.022; number 50, H, carries 0.093



no.,calculated total energy (hartree)
1,-942.645256
2,-420.446143
3,-2254.928231
4,-1809.318746